# 1
ORCA calculation (ωB97M-V/def2-TZVPD) on a 11-piece molecular cluster, C38H107N13O11 overall in a non-equilibrium geometry.

Each line ends with the Mulliken charge.
Atoms and positions in Å:
C (3.198, 2.633, -0.805)  0.587
O (4.320, 3.455, -0.901)  -0.490
C (5.499, 2.704, -1.122)  -0.147
C (6.669, 3.690, -1.356)  0.132
C (7.935, 3.001, -1.868)  -1.233
N (6.974, 4.462, -0.141)  -0.744
H (2.785, 2.399, 0.184)  -0.539
H (3.234, 1.656, -1.300)  -0.099
H (2.375, 3.080, -1.375)  0.317
H (5.830, 1.974, -0.379)  0.203
H (5.414, 2.257, -2.120)  0.154
H (6.302, 4.394, -2.109)  0.360
H (7.698, 2.187, -2.554)  0.268
H (8.453, 2.577, -1.001)  0.339
H (8.671, 3.675, -2.300)  0.339
H (6.084, 4.710, 0.287)  0.315
H (7.349, 3.764, 0.506)  0.289
C (-3.858, -0.242, -1.849)  -0.884
O (-4.926, -0.895, -1.234)  0.152
C (-6.067, -0.838, -2.063)  -1.238
C (-7.415, -1.136, -1.423)  0.429
C (-7.502, -0.533, -0.003)  -0.882
N (-7.773, -2.565, -1.387)  -0.762
H (-3.591, -0.644, -2.833)  0.395
H (-2.973, -0.192, -1.213)  0.106
H (-3.980, 0.831, -2.074)  0.357
H (-6.133, 0.168, -2.498)  0.523
H (-5.923, -1.471, -2.953)  0.411
H (-8.170, -0.623, -2.023)  0.358
H (-6.877, -1.079, 0.709)  -0.104
H (-8.469, -0.787, 0.444)  0.460
H (-7.321, 0.534, -0.130)  0.320
H (-6.967, -3.080, -1.720)  0.257
H (-8.022, -2.909, -0.472)  0.250
C (0.607, 3.804, 1.486)  -0.628
O (-0.670, 4.121, 1.981)  -0.108
C (-0.660, 5.128, 2.979)  -0.966
C (0.395, 5.172, 4.082)  0.652
C (0.446, 3.868, 4.888)  -0.894
N (0.301, 6.303, 4.997)  -0.724
H (1.157, 3.013, 2.007)  -0.206
H (1.345, 4.610, 1.412)  0.597
H (0.546, 3.412, 0.468)  0.216
H (-0.640, 6.110, 2.489)  0.394
H (-1.620, 5.028, 3.497)  0.246
H (1.375, 5.283, 3.604)  0.030
H (0.439, 3.062, 4.147)  -0.108
H (-0.487, 3.650, 5.419)  0.454
H (1.274, 3.780, 5.584)  0.341
H (-0.609, 6.322, 5.467)  0.316
H (0.142, 7.131, 4.409)  0.300
C (3.916, 3.467, 3.885)  -0.316
O (4.172, 2.263, 4.510)  -0.347
C (4.277, 1.157, 3.607)  -1.035
C (2.952, 0.810, 2.972)  2.370
C (1.882, 0.361, 3.983)  -1.109
N (3.058, -0.179, 1.900)  -0.089
H (4.736, 3.879, 3.277)  0.252
H (3.765, 4.339, 4.538)  0.327
H (2.966, 3.533, 3.338)  -0.034
H (5.083, 1.339, 2.887)  0.435
H (4.658, 0.344, 4.228)  0.356
H (2.602, 1.686, 2.420)  -1.430
H (1.942, 0.801, 4.978)  0.414
H (1.815, -0.723, 4.044)  0.245
H (0.951, 0.763, 3.572)  -0.067
H (4.003, -0.293, 1.526)  0.279
H (2.651, 0.133, 1.019)  -0.329
C (-0.349, -1.875, -3.237)  -0.264
O (-0.602, -3.228, -2.939)  -0.348
C (-1.633, -3.357, -1.971)  0.010
C (-1.876, -4.792, -1.556)  0.802
C (-2.512, -5.598, -2.706)  -1.767
N (-2.809, -4.865, -0.424)  -0.537
H (-1.129, -1.544, -3.934)  0.300
H (0.589, -1.796, -3.796)  0.201
H (-0.187, -1.226, -2.371)  -0.041
H (-1.385, -2.749, -1.090)  -0.110
H (-2.568, -2.931, -2.364)  0.274
H (-0.948, -5.307, -1.296)  0.090
H (-3.436, -5.083, -2.978)  0.330
H (-2.663, -6.654, -2.508)  0.433
H (-1.862, -5.458, -3.576)  0.300
H (-3.602, -4.230, -0.544)  0.380
H (-2.408, -4.373, 0.377)  -0.018
C (-4.399, 1.015, 2.112)  -0.716
O (-3.446, -0.028, 2.056)  0.375
C (-3.564, -1.045, 3.042)  -0.998
C (-4.525, -2.153, 2.631)  1.021
C (-4.665, -3.209, 3.698)  -1.947
N (-4.106, -2.802, 1.367)  -0.417
H (-3.934, 1.836, 1.566)  0.067
H (-4.514, 1.377, 3.142)  0.368
H (-5.378, 0.653, 1.791)  0.166
H (-2.568, -1.494, 3.136)  0.073
H (-3.776, -0.593, 4.017)  0.444
H (-5.453, -1.641, 2.350)  -0.029
H (-3.756, -3.579, 4.180)  0.297
H (-5.161, -4.119, 3.361)  0.444
H (-5.273, -2.793, 4.509)  0.480
H (-3.228, -3.278, 1.576)  0.389
H (-3.764, -1.983, 0.853)  -0.085
C (3.527, -0.893, -2.773)  -0.237
O (3.876, -0.263, -4.022)  -0.461
C (5.226, -0.570, -4.356)  -0.544
C (5.491, -0.398, -5.834)  0.774
C (4.447, -1.116, -6.660)  -1.479
N (6.846, -0.919, -6.147)  -0.738
H (2.475, -0.627, -2.672)  -0.122
H (4.115, -0.629, -1.896)  0.102
H (3.539, -1.958, -3.017)  0.618
H (5.831, 0.031, -3.663)  -0.077
H (5.485, -1.610, -4.106)  0.269
H (5.387, 0.671, -6.062)  0.237
H (4.466, -2.173, -6.382)  0.348
H (4.620, -0.952, -7.729)  0.436
H (3.409, -0.785, -6.602)  0.317
H (7.497, -0.144, -6.044)  0.274
H (6.817, -1.017, -7.162)  0.284
C (-2.570, 5.057, -0.713)  -0.346
O (-3.966, 4.759, -0.777)  -0.350
C (-4.655, 5.110, 0.406)  -0.395
C (-6.128, 4.623, 0.248)  0.193
C (-6.973, 5.276, 1.363)  -1.522
N (-6.210, 3.193, 0.105)  -0.399
H (-2.114, 4.817, 0.249)  -0.038
H (-2.429, 6.013, -1.216)  0.340
H (-2.078, 4.305, -1.345)  0.200
H (-4.240, 4.704, 1.336)  0.183
H (-4.731, 6.188, 0.592)  0.403
H (-6.447, 5.120, -0.672)  0.343
H (-8.025, 4.999, 1.309)  0.363
H (-6.808, 6.347, 1.414)  0.415
H (-6.678, 4.789, 2.301)  0.317
H (-5.452, 2.932, -0.528)  0.228
H (-5.843, 2.729, 0.935)  0.103
C (2.290, -6.430, -3.119)  -0.692
O (2.680, -6.136, -1.793)  -0.457
C (2.658, -4.735, -1.559)  -0.108
C (3.300, -4.486, -0.190)  0.635
C (3.390, -3.001, 0.070)  -0.995
N (4.704, -4.990, -0.211)  -0.812
H (2.708, -7.398, -3.413)  0.284
H (2.680, -5.689, -3.820)  0.313
H (1.214, -6.553, -3.275)  0.203
H (3.254, -4.172, -2.288)  0.162
H (1.624, -4.369, -1.611)  -0.031
H (2.768, -5.032, 0.579)  -0.183
H (3.504, -2.930, 1.157)  0.364
H (2.512, -2.451, -0.279)  -0.119
H (4.294, -2.490, -0.264)  0.558
H (4.556, -5.932, -0.579)  0.363
H (5.251, -4.516, -0.921)  0.309
N (-1.278, 0.991, 0.160)  0.643
C (-0.173, 0.197, 0.119)  0.608
N (-0.086, -0.636, 1.204)  1.194
O (0.713, 0.314, -0.724)  -1.020
H (-1.879, 0.978, 0.966)  -0.448
H (-1.270, 1.822, -0.407)  -0.094
H (0.573, -1.395, 1.113)  -0.506
H (-0.841, -0.811, 1.843)  -0.321
N (1.142, -4.221, 2.227)  -0.356
C (-0.080, -4.605, 1.799)  0.332
N (-0.134, -5.843, 1.259)  -0.332
O (-1.043, -3.827, 1.719)  -0.425
H (1.857, -4.918, 2.247)  0.324
H (1.241, -3.320, 2.662)  0.075
H (0.459, -6.586, 1.584)  0.218
H (-1.005, -6.167, 0.863)  0.275

energy	-83030.726	eV
total charge	0
SMILES	COC[C@H](C)N.COC[C@H](C)N.COC[C@H](C)N.COC[C@H](C)N.COC[C@H](C)N.COC[C@H](C)N.COC[C@H](C)N.COC[C@H](C)N.COC[C@H](C)N.NC(N)=O.NC(N)=O

***

# 2
ORCA calculation (ωB97M-V/def2-TZVPD) on an isolated molecule of C25H31N3O6S in a non-equilibrium geometry.

Each line ends with the Mulliken charge.
Atoms and positions in Å:
C (-6.291, -0.387, -2.410)  -0.977
O (-5.350, -1.115, -1.664)  -0.428
C (-4.799, -0.518, -0.567)  0.891
C (-5.133, 0.737, -0.087)  -0.578
C (-4.496, 1.260, 1.028)  -0.924
C (-3.515, 0.540, 1.681)  0.035
C (-2.724, 1.154, 2.802)  -1.376
C (-1.626, 2.055, 2.211)  -0.896
N (-0.800, 1.319, 1.281)  0.380
C (-1.017, 1.369, -0.045)  0.869
O (-1.736, 2.180, -0.593)  -0.672
C (-0.246, 0.314, -0.850)  -1.256
N (1.088, 0.034, -0.370)  0.753
C (2.092, 1.009, -0.492)  1.455
C (3.410, 0.658, -0.230)  -0.082
C (4.432, 1.591, -0.345)  0.343
C (5.840, 1.185, -0.028)  -1.576
C (4.127, 2.881, -0.746)  -0.713
C (2.817, 3.248, -1.025)  0.296
C (2.503, 4.644, -1.469)  -1.742
C (1.804, 2.311, -0.894)  -1.093
S (1.247, -1.130, 0.816)  0.990
O (-0.042, -1.738, 0.992)  -0.614
O (1.878, -0.589, 1.986)  -0.640
C (2.292, -2.365, 0.110)  1.013
C (2.041, -3.092, -1.091)  -0.199
C (0.910, -2.914, -2.025)  -0.805
N (2.984, -3.975, -1.272)  -0.816
O (3.854, -3.873, -0.235)  -0.158
C (3.448, -2.915, 0.604)  0.144
C (4.241, -2.617, 1.816)  -1.372
C (-3.189, -0.733, 1.219)  0.144
C (-3.817, -1.272, 0.110)  0.698
O (-3.548, -2.503, -0.415)  -0.413
C (-2.759, -3.389, 0.344)  -0.593
H (-6.564, -1.029, -3.246)  0.240
H (-5.867, 0.547, -2.793)  0.385
H (-7.188, -0.162, -1.821)  0.360
H (-5.887, 1.328, -0.581)  0.384
H (-4.765, 2.247, 1.374)  0.404
H (-3.365, 1.762, 3.443)  0.479
H (-2.261, 0.374, 3.409)  0.381
H (-2.080, 2.870, 1.645)  0.514
H (-0.994, 2.463, 3.004)  0.413
H (-0.265, 0.552, 1.660)  0.094
H (-0.206, 0.627, -1.897)  0.317
H (-0.818, -0.614, -0.782)  0.297
H (3.647, -0.345, 0.078)  0.053
H (6.542, 1.966, -0.307)  0.376
H (6.103, 0.271, -0.558)  0.367
H (5.941, 0.995, 1.040)  0.307
H (4.915, 3.614, -0.842)  0.374
H (1.431, 4.823, -1.458)  0.354
H (2.869, 4.805, -2.483)  0.342
H (2.989, 5.370, -0.821)  0.380
H (0.790, 2.610, -1.100)  0.401
H (0.933, -3.696, -2.778)  0.444
H (-0.030, -2.955, -1.477)  0.035
H (0.980, -1.942, -2.511)  0.224
H (5.251, -2.317, 1.536)  0.321
H (3.756, -1.818, 2.371)  0.260
H (4.318, -3.507, 2.438)  0.429
H (-2.414, -1.290, 1.722)  0.270
H (-2.713, -4.309, -0.238)  0.275
H (-3.222, -3.598, 1.314)  0.365
H (-1.748, -3.007, 0.509)  0.067

energy	-54017.321	eV
total charge	0
SMILES	COc1ccc(CCNC(=O)CN(c2cc(C)cc(C)c2)S(=O)(=O)c2c(C)noc2C)cc1OC

***

# 3
ORCA calculation (ωB97M-V/def2-TZVPD) on a 2-piece molecular cluster, C9H13PS overall in a non-equilibrium geometry.

Each line ends with the Mulliken charge.
Atoms and positions in Å:
C (-1.701, 1.288, -2.498)  -0.801
P (0.130, 1.324, -2.162)  0.009
C (0.501, -0.106, -0.938)  0.090
C (-0.326, -1.206, -0.764)  0.011
C (0.119, -2.279, 0.017)  -0.449
C (1.296, -2.321, 0.596)  -0.323
C (2.225, -1.295, 0.436)  -0.643
C (1.749, -0.169, -0.379)  -0.194
H (-2.032, 2.264, -2.779)  0.355
H (-2.260, 0.976, -1.645)  0.145
H (-2.015, 0.553, -3.385)  0.261
H (0.101, 2.067, -0.954)  0.005
H (-1.444, -1.274, -1.096)  0.146
H (-0.647, -3.054, 0.172)  0.301
H (1.510, -3.108, 1.299)  0.361
H (3.151, -1.211, 0.994)  0.401
H (2.463, 0.601, -0.847)  0.208
C (0.147, 0.649, 2.256)  -0.138
C (-0.946, 1.539, 1.891)  -0.227
S (-2.414, 1.169, 1.213)  -0.206
H (0.870, 0.918, 2.924)  0.477
H (-0.272, -0.468, 2.424)  0.222
H (0.583, 0.539, 1.312)  -0.335
H (-0.787, 2.604, 1.910)  0.323

energy	-29665.038	eV
total charge	0
SMILES	CPc1ccccc1.CC=S

***

# 4
ORCA calculation (ωB97M-V/def2-TZVPD) on a 2-piece molecular cluster, C21H25N5O3 overall in a non-equilibrium geometry.

Each line ends with the Mulliken charge.
Atoms and positions in Å:
C (-3.200, -1.310, 2.369)  -0.708
N (-4.142, -1.123, 1.264)  -0.140
C (-3.950, -1.406, -0.029)  -0.004
O (-4.843, -1.177, -0.839)  -0.698
C (-2.605, -1.989, -0.503)  0.344
C (-1.629, -0.846, -0.830)  -1.092
C (-0.237, -1.256, -1.199)  0.114
C (0.279, -1.250, -2.448)  -0.873
N (1.584, -1.702, -2.415)  -0.027
C (1.974, -2.027, -1.134)  -0.190
C (3.169, -2.524, -0.594)  -0.949
C (3.241, -2.777, 0.786)  -0.533
C (2.123, -2.529, 1.604)  -0.777
C (0.928, -2.029, 1.052)  -0.249
C (0.825, -1.758, -0.331)  1.186
N (-2.797, -2.831, -1.694)  -0.102
C (-2.206, -3.979, -2.022)  0.694
C (-1.278, -4.671, -1.044)  -0.785
O (-2.428, -4.497, -3.106)  -0.701
H (-2.274, -0.766, 2.176)  0.151
H (-3.637, -0.926, 3.293)  0.371
H (-2.980, -2.371, 2.504)  0.278
H (-5.049, -0.734, 1.478)  0.291
H (-2.186, -2.584, 0.304)  0.377
H (-2.046, -0.254, -1.647)  0.363
H (-1.556, -0.186, 0.035)  0.282
H (-0.263, -0.950, -3.338)  0.475
H (2.155, -1.809, -3.241)  0.185
H (4.018, -2.718, -1.232)  0.440
H (4.151, -3.170, 1.220)  0.406
H (2.183, -2.730, 2.666)  0.416
H (0.080, -1.839, 1.691)  0.441
H (-3.472, -2.494, -2.365)  0.246
H (-0.955, -5.616, -1.480)  0.323
H (-0.407, -4.051, -0.860)  0.097
H (-1.811, -4.866, -0.117)  0.294
C (2.258, 1.175, 0.950)  -0.947
C (1.605, 2.541, 1.039)  0.575
O (0.638, 2.676, 1.775)  -0.620
N (2.173, 3.589, 0.330)  -0.154
C (1.778, 4.943, 0.328)  0.484
C (0.443, 5.345, 0.456)  -0.217
C (0.149, 6.709, 0.436)  -0.407
C (1.181, 7.639, 0.290)  -0.263
N (2.464, 7.268, 0.150)  -0.587
C (2.748, 5.953, 0.163)  -0.354
H (2.110, 0.757, -0.048)  0.236
H (3.329, 1.250, 1.149)  0.481
H (1.816, 0.501, 1.688)  0.212
H (3.059, 3.368, -0.115)  0.226
H (-0.361, 4.622, 0.565)  0.405
H (-0.874, 7.054, 0.536)  0.348
H (0.938, 8.697, 0.283)  0.338
H (3.787, 5.661, 0.048)  0.295

energy	-35777.309	eV
total charge	0
SMILES	CNC(=O)[C@H](Cc1c[nH]c2ccccc12)NC(C)=O.CC(=O)Nc1cccnc1

***

ΔE to the lowest compared entry with this formula, charge and spin? In order: 245.71 194.11 181.10 78.68 kJ/mol.